Here is 9 unconnected molecules or ions with the total composition C50H43F8N from OMol25. Energies are from the ωB97M-V functional and the def2-TZVPD basis.

The geometry in XYZ format:
```
102
C50H43F8N | OMol25 | the ωB97M-V functional and the def2-TZVPD basis
F -2.14074 -4.12656 0.12333
C -2.63274 -4.51080 1.32400
C -3.13632 -5.78294 1.46092
C -3.59567 -6.21025 2.68861
C -3.47754 -5.35235 3.77275
C -2.85900 -4.13454 3.65860
C -2.49875 -3.66592 2.40938
H -3.28176 -6.37326 0.56062
H -4.12427 -7.14284 2.80712
H -3.83043 -5.71092 4.73426
H -2.69068 -3.49455 4.51460
H -2.01991 -2.70801 2.28473
F 0.19244 2.64533 -1.45454
C 0.51180 1.31664 -1.47148
C 0.82599 0.67183 -2.63558
C 1.07806 -0.70211 -2.60865
C 0.98963 -1.39228 -1.41277
C 0.75609 -0.72512 -0.23859
C 0.52575 0.64663 -0.26304
H 0.72079 1.21272 -3.57005
H 1.29957 -1.20161 -3.54049
H 1.14606 -2.46244 -1.45907
H 0.84991 -1.15073 0.74864
H 0.40564 1.13460 0.69576
F 3.84007 -5.57477 0.74151
C 3.63795 -4.35274 1.25318
C 4.63550 -3.40700 1.05187
C 4.54933 -2.18771 1.71336
C 3.39151 -1.84929 2.38573
C 2.35478 -2.77193 2.48465
C 2.50422 -4.06206 1.97138
H 5.56587 -3.72239 0.59495
H 5.35520 -1.48126 1.55923
H 3.25723 -0.88817 2.86878
H 1.47814 -2.51034 3.06505
H 1.77036 -4.83388 2.17581
F -2.29651 1.56124 5.04695
C -1.91820 2.13629 3.89421
C -2.41112 1.64686 2.71978
C -2.05923 2.23017 1.50282
C -1.21730 3.32572 1.51827
C -0.69361 3.76210 2.70895
C -1.06240 3.21523 3.92583
H -3.03319 0.75814 2.76380
H -2.50070 1.73556 0.64810
H -0.91190 3.75033 0.57027
H 0.00849 4.58743 2.69827
H -0.63331 3.58193 4.84762
F 1.86534 2.26118 2.50793
C 2.44140 1.82344 3.63855
C 1.74907 0.95716 4.45948
C 2.36457 0.48333 5.60864
C 3.67595 0.81389 5.87453
C 4.37109 1.63089 4.99777
C 3.72281 2.21757 3.91594
H 0.71347 0.70949 4.25730
H 1.84886 -0.17418 6.29549
H 4.21330 0.37881 6.70759
H 5.40595 1.90186 5.16147
H 4.28702 2.82874 3.22395
F -1.89234 6.04368 -2.19338
C -2.98859 5.28795 -2.42979
C -4.19522 5.93558 -2.63324
C -5.34006 5.19977 -2.89024
C -5.28064 3.81314 -2.85367
C -4.07090 3.17734 -2.59526
C -2.92783 3.91853 -2.39962
H -4.19988 7.02018 -2.62994
H -6.25259 5.70865 -3.17364
H -6.17431 3.20374 -2.93159
H -4.01236 2.09825 -2.57688
H -1.98970 3.42323 -2.17405
F -1.15248 1.68996 -7.26871
C -0.88156 2.74125 -6.47746
C -1.86591 3.65209 -6.16532
C -1.51803 4.79106 -5.47033
C -0.26604 4.87431 -4.85191
C 0.69127 3.90527 -5.10150
C 0.38598 2.84971 -5.93290
H -2.85475 3.54465 -6.59927
H -2.17608 5.63708 -5.32100
H -0.09465 5.70109 -4.17330
H 1.62327 3.94507 -4.55035
H 1.04455 1.98759 -5.96910
F 2.56397 -5.28542 -1.95155
C 1.60740 -6.13633 -1.57347
C 0.28285 -5.76355 -1.77507
C -0.71763 -6.62037 -1.34665
C -0.40974 -7.81028 -0.70598
C 0.91615 -8.16760 -0.54183
C 1.93263 -7.33104 -0.96347
H 0.04719 -4.82489 -2.25699
H -1.76327 -6.41120 -1.54023
H -1.20142 -8.48206 -0.40442
H 1.14372 -9.15158 -0.15204
H 2.97337 -7.62612 -0.90084
C 2.33735 5.20224 -1.46979
C 3.13870 5.72211 -2.56216
N 3.73441 6.12326 -3.44249
H 1.29201 5.43055 -1.64099
H 2.73574 5.59337 -0.53264
H 2.49151 4.12762 -1.36505
```

Computed properties:
HOMO energy = -9.1 eV
orbital gap = 9.5 eV
total energy = -2784.7296 Ha
2S+1 = 1
ΔE to the lowest compared entry with this formula, charge and spin = 0.0 kJ/mol